A molecular structure, C32H25BrN10OSc at a distorted geometry, computed with ωB97M-V with the def2-TZVPD basis set.

Summary:
Max |F|, eV/Å: 3.55
Calculated total energy, Eh: -5191.0744
E_LUMO (spin up / spin down), eV: -11.13 / -11.13
Energy above the lowest of the compared OMol25 structures with the same formula, charge and spin, kcal per mole: 0.0
Kohn-Sham gap (spin up / spin down), eV: 3.32 / 3.32
Net charge: +3

CARTESIAN COORDINATES (ANGSTROEM)
Sc (1.422, -1.691, -0.386)
Br (6.988, -2.129, -5.538)
C (5.909, -2.115, -4.011)
C (6.527, -2.010, -2.737)
C (5.723, -2.019, -1.596)
C (4.330, -2.177, -1.707)
C (3.724, -2.236, -2.992)
C (4.521, -2.180, -4.119)
N (3.469, -2.213, -0.546)
C (3.923, -2.596, 0.674)
C (3.161, -2.208, 1.828)
C (3.645, -2.363, 3.170)
C (2.794, -2.230, 4.230)
C (1.450, -1.879, 3.981)
C (1.029, -1.643, 2.698)
N (1.859, -1.786, 1.655)
H (7.601, -1.876, -2.721)
H (6.165, -1.872, -0.594)
H (2.654, -2.440, -3.098)
H (4.076, -2.226, -5.095)
H (4.863, -3.153, 0.848)
H (4.710, -2.552, 3.345)
H (3.132, -2.438, 5.234)
H (0.778, -1.819, 4.835)
H (0.014, -1.306, 2.477)
C (-4.017, -2.964, 0.166)
N (-2.711, -2.734, -0.495)
C (-1.475, -2.756, 0.017)
N (-0.586, -2.228, -0.883)
C (-1.395, -1.959, -1.954)
N (-2.663, -2.164, -1.712)
C (-4.724, -1.769, 0.769)
C (-5.831, -2.100, 1.506)
C (-6.514, -1.126, 2.193)
C (-6.116, 0.212, 2.149)
C (-4.985, 0.585, 1.344)
C (-4.288, -0.445, 0.685)
C (-4.491, 1.932, 1.296)
N (-4.980, 2.983, 1.966)
N (-4.197, 4.058, 1.688)
C (-3.232, 3.639, 0.861)
O (-3.369, 2.305, 0.589)
C (-2.136, 4.390, 0.295)
C (-1.808, 5.724, 0.649)
C (-0.665, 6.310, 0.118)
C (0.169, 5.625, -0.760)
C (-0.142, 4.324, -1.122)
C (0.687, 3.612, -2.131)
N (1.369, 2.419, -1.526)
C (1.016, 1.148, -1.592)
N (1.695, 0.405, -0.664)
C (2.491, 1.368, -0.061)
N (2.266, 2.582, -0.502)
C (-1.298, 3.730, -0.636)
H (-3.840, -3.757, 0.891)
H (-4.669, -3.362, -0.638)
H (-1.237, -3.243, 0.951)
H (-1.037, -1.644, -2.935)
H (-6.125, -3.129, 1.533)
H (-7.380, -1.401, 2.764)
H (-6.671, 0.935, 2.724)
H (-3.392, -0.276, 0.093)
H (-2.453, 6.290, 1.297)
H (-0.403, 7.334, 0.336)
H (1.102, 6.094, -1.098)
H (1.475, 4.304, -2.472)
H (0.140, 3.255, -3.001)
H (0.360, 0.742, -2.355)
H (3.134, 1.205, 0.767)
H (-1.542, 2.704, -0.943)